1.
# C47H42MnO5P3

A molecular structure, C47H42MnO5P3 (the ωB97M-V functional and the def2-TZVPD basis, OMol25).

Summary:
Spin multiplicity: 5
Charge: +2
HOMO-LUMO gap (spin up / spin down), eV: 4.22 / 6.38
⟨S²⟩: 6.260
M, g/mol: 834.71

Atoms and positions in Å:
Mn -0.382 0.285 -0.435
O -1.995 -1.274 1.486
C -1.305 -1.790 2.574
C -1.619 -2.992 3.180
C -0.869 -3.398 4.276
C 0.171 -2.616 4.757
C 0.495 -1.433 4.113
C -0.223 -1.017 2.994
P 0.151 0.490 2.057
C -0.747 1.795 2.938
C -2.117 1.903 2.690
C -2.881 2.831 3.379
C -2.278 3.661 4.317
C -0.919 3.550 4.572
C -0.151 2.616 3.890
C 1.923 0.827 2.162
C 2.361 2.122 1.878
C 3.715 2.400 1.796
C 4.645 1.387 1.986
C 4.217 0.093 2.241
C 2.861 -0.192 2.321
C -3.206 -1.769 1.058
C -4.261 -2.039 1.909
C -5.443 -2.523 1.365
C -5.564 -2.737 -0.002
C -4.511 -2.431 -0.848
C -3.325 -1.917 -0.324
P -1.856 -1.475 -1.268
C -2.219 -1.208 -3.014
C -1.134 -1.305 -3.893
C -1.291 -0.987 -5.232
C -2.527 -0.566 -5.707
C -3.604 -0.459 -4.839
C -3.454 -0.771 -3.496
C -0.707 -2.865 -1.169
C -0.900 -4.005 -1.950
C -0.018 -5.067 -1.843
C 1.058 -4.996 -0.965
C 1.254 -3.867 -0.184
C 0.368 -2.804 -0.283
H -2.432 -3.604 2.817
H -1.110 -4.334 4.761
H 0.730 -2.929 5.628
H 1.313 -0.827 4.480
H -2.591 1.236 1.976
H -3.944 2.907 3.193
H -2.870 4.389 4.853
H -0.453 4.189 5.310
H 0.906 2.530 4.105
H 1.645 2.921 1.719
H 4.044 3.408 1.581
H 5.703 1.605 1.926
H 4.939 -0.700 2.379
H 2.544 -1.210 2.512
H -4.158 -1.886 2.975
H -6.274 -2.745 2.020
H -6.480 -3.143 -0.407
H -4.608 -2.615 -1.909
H -0.166 -1.635 -3.534
H -0.449 -1.072 -5.906
H -2.650 -0.325 -6.754
H -4.569 -0.136 -5.208
H -4.307 -0.677 -2.839
H -1.730 -4.060 -2.643
H -0.167 -5.952 -2.446
H 1.744 -5.829 -0.888
H 2.087 -3.815 0.503
H 0.524 -1.944 0.366
C -1.382 2.372 -3.115
P -1.665 2.115 -1.358
C -3.440 1.907 -1.081
C -1.219 3.613 -0.461
H -1.996 3.212 -3.447
H -1.653 1.480 -3.681
H -0.328 2.607 -3.258
H -3.962 2.772 -1.498
H -3.641 1.861 -0.011
H -3.817 1.006 -1.558
H -1.829 4.434 -0.848
H -0.164 3.824 -0.627
H -1.427 3.487 0.602
O 1.536 2.887 -1.686
C 2.029 1.808 -1.426
O 1.267 0.795 -0.996
C 3.467 1.500 -1.522
C 3.951 0.226 -1.252
C 5.316 -0.059 -1.312
C 6.148 0.983 -1.644
O 7.494 0.969 -1.748
C 7.879 2.272 -2.213
O 6.707 3.090 -2.193
C 5.666 2.262 -1.915
C 4.334 2.556 -1.868
H 3.257 -0.557 -0.984
H 5.707 -1.045 -1.108
H 8.254 2.191 -3.234
H 8.626 2.687 -1.539
H 3.951 3.545 -2.076

Results of the Löwdin charge analysis, in e, for atoms 1 through 2: 0.64, -0.12

---

2.
# H12O6

A molecular structure, H12O6 (the ωB97M-V functional and the def2-TZVPD basis, OMol25).

Summary:
HOMO-LUMO gap, eV: 8.58
M, g/mol: 108.09

Atoms and positions in Å:
O 0.841 1.494 -1.564
H 1.675 1.673 -1.998
H 0.515 2.356 -1.306
O 0.377 -2.092 -0.127
H 1.254 -2.415 -0.334
H -0.152 -2.882 -0.024
O -1.692 0.432 1.494
H -1.136 0.995 2.033
H -1.133 0.170 0.763
O -0.637 -0.197 -0.040
H -0.564 0.235 -0.891
H -0.002 -0.912 -0.078
O -1.158 1.091 -1.862
H -1.420 1.736 -1.205
H -0.201 1.132 -1.871
O 1.522 -0.867 2.403
H 0.799 -0.815 3.028
H 1.110 -1.133 1.581

Results of the Löwdin charge analysis, in e, for atoms 1 through 2: 0.11, 0.12

---

3.
# C16H40CrN5O9S2

A molecular structure, C16H40CrN5O9S2 (the ωB97M-V functional and the def2-TZVPD basis, OMol25).

Summary:
Spin multiplicity: 9
Charge: +1
HOMO-LUMO gap (spin up / spin down), eV: 3.03 / 1.58
⟨S²⟩: 20.014
M, g/mol: 562.65

Atoms and positions in Å:
Cr 2.283 -1.173 -4.094
N 0.203 -0.533 0.536
O 0.621 0.478 0.988
O 0.828 -1.061 -0.360
O -0.903 -0.893 0.922
C -7.086 -4.300 1.056
C -8.197 -4.621 0.083
O -8.260 -5.720 -0.341
N -8.945 -3.616 -0.361
C -9.951 -3.805 -1.482
H -7.514 -4.184 2.052
H -6.673 -3.305 0.896
H -6.330 -5.084 1.004
H -9.132 -2.850 0.270
H -9.492 -4.629 -2.028
H -10.054 -3.088 -2.297
H -10.892 -4.095 -1.015
C 3.295 4.459 3.722
C 4.746 4.025 3.478
O 5.680 4.816 3.634
N 4.856 2.715 3.309
C 6.066 1.833 3.269
H 2.788 3.728 4.352
H 2.952 4.734 2.725
H 3.487 5.386 4.263
H 3.915 2.367 3.431
H 6.917 2.407 2.903
H 5.818 0.963 2.661
H 6.370 1.512 4.266
C 2.452 4.758 -3.968
C 1.734 3.868 -4.928
O 1.293 2.844 -4.554
N 1.635 4.272 -6.171
C 0.849 3.631 -7.269
H 3.403 4.349 -3.629
H 1.825 4.822 -3.079
H 2.502 5.821 -4.206
H 2.084 5.160 -6.347
H 0.494 2.660 -6.923
H 1.450 3.673 -8.178
H 0.063 4.311 -7.596
C 1.944 -6.710 -1.949
C 3.138 -6.190 -2.666
O 3.144 -5.255 -3.415
N 4.244 -6.821 -2.365
C 5.527 -6.526 -2.907
H 1.188 -6.002 -1.607
H 2.258 -7.183 -1.018
H 1.425 -7.522 -2.459
H 4.138 -7.724 -1.924
H 5.764 -5.502 -2.619
H 5.538 -6.625 -3.992
H 6.256 -7.208 -2.468
C -2.608 7.246 -1.022
S -3.293 5.522 -0.841
O -4.748 5.807 -1.132
C -2.980 5.258 0.993
H -2.675 7.479 -2.085
H -1.563 7.344 -0.729
H -3.157 7.776 -0.244
H -1.918 5.027 0.910
H -3.373 4.426 1.577
H -2.865 6.147 1.613
C 1.002 -3.284 5.603
S 1.396 -1.999 6.703
O 2.771 -1.449 6.301
C 0.106 -0.725 6.251
H -0.077 -3.393 5.492
H 1.490 -4.207 5.917
H 1.285 -2.941 4.608
H 0.192 0.209 6.807
H -0.893 -1.084 6.495
H 0.168 -0.525 5.181

Results of the Löwdin charge analysis, in e, for atoms 1 through 2: 0.09, -0.63

---

4.
# C3H5NS2

2 unconnected molecules or ions with the total composition C3H5NS2 (the ωB97M-V functional and the def2-TZVPD basis, OMol25).

Summary:
HOMO-LUMO gap (spin up / spin down), eV: 7.59 / 7.60
M, g/mol: 119.21

Atoms and positions in Å:
C 3.083 0.583 -0.310
C -0.582 -0.828 0.119
C 0.201 0.137 0.769
N 3.197 1.668 -0.746
S 0.339 1.695 0.035
S 2.640 -0.787 0.340
H -1.530 -0.730 0.657
H -0.293 -1.857 0.131
H -0.791 -0.610 -0.896
H 0.383 0.045 1.806
H 1.207 2.076 0.904

Results of the Löwdin charge analysis, in e, for atoms 1 through 2: -1.01, -0.21

---

5.
# C4H10N2O2

2 unconnected molecules or ions with the total composition C4H10N2O2 (the ωB97M-V functional and the def2-TZVPD basis, OMol25).

Summary:
HOMO-LUMO gap, eV: 10.20
M, g/mol: 118.14
SMILES string: CC(N)=O.CC(N)=O

Atoms and positions in Å:
C 0.442 3.508 -0.678
C 0.795 2.072 -0.460
O 0.925 1.311 -1.400
N 1.199 1.712 0.805
H 0.293 4.135 0.194
H -0.478 3.622 -1.236
H 1.556 0.779 0.924
H 1.647 2.434 1.344
H 1.198 3.986 -1.299
C -0.985 -3.583 0.740
C -1.094 -2.542 -0.329
O -1.586 -2.694 -1.430
N -0.502 -1.335 -0.088
H -0.464 -0.768 -0.873
H -0.070 -0.994 0.744
H -0.094 -3.476 1.358
H -0.881 -4.595 0.353
H -1.901 -3.573 1.328

Results of the Löwdin charge analysis, in e, for atoms 1 through 2: -0.02, -0.58

---

6.
# C5H20N10O5

5 unconnected molecules or ions with the total composition C5H20N10O5 (the ωB97M-V functional and the def2-TZVPD basis, OMol25).

Summary:
HOMO-LUMO gap, eV: 8.94
M, g/mol: 300.28
SMILES string: NC(N)=O.NC(N)=O.NC(N)=O.NC(N)=O.NC(N)=O

Atoms and positions in Å:
C -16.217 -12.106 -16.234
O -15.720 -11.371 -17.061
N -17.242 -12.990 -16.461
N -15.700 -12.168 -14.961
H -17.827 -13.259 -15.687
H -17.763 -12.773 -17.296
H -16.124 -12.696 -14.222
H -14.777 -11.781 -14.829
C -12.923 -9.289 -17.638
O -12.777 -8.793 -18.745
N -12.449 -10.537 -17.322
N -13.426 -8.624 -16.575
H -12.599 -10.841 -16.374
H -11.787 -11.037 -17.880
H -13.672 -9.072 -15.707
H -13.704 -7.670 -16.699
C -13.797 -10.660 -12.917
O -13.413 -10.390 -14.056
N -12.974 -11.201 -11.986
N -15.055 -10.378 -12.487
H -12.005 -11.237 -12.265
H -13.286 -11.456 -11.069
H -15.677 -9.999 -13.180
H -15.385 -10.412 -11.537
C -16.417 -9.756 -8.679
O -15.774 -10.404 -9.488
N -17.311 -8.784 -9.065
N -16.057 -9.639 -7.358
H -17.645 -8.890 -10.004
H -17.545 -8.033 -8.446
H -15.197 -10.056 -7.054
H -16.750 -9.402 -6.672
C -9.857 -12.354 -12.773
O -9.875 -11.302 -12.154
N -9.679 -13.571 -12.171
N -10.041 -12.405 -14.128
H -9.425 -14.365 -12.727
H -9.611 -13.562 -11.171
H -9.836 -13.243 -14.641
H -9.943 -11.515 -14.587

Results of the Löwdin charge analysis, in e, for atoms 1 through 2: -0.68, 0.05

---

7.
# C4H7N3O2

A single C4H7N3O2 molecule (the ωB97M-V functional and the def2-TZVPD basis, OMol25).

Summary:
HOMO-LUMO gap, eV: 9.51
M, g/mol: 129.12
SMILES string: CN1CC=N[C@@H]1[N+](=O)[O-]

Atoms and positions in Å:
C -0.523 -1.613 -0.769
C 0.329 -0.543 1.319
C 1.272 0.664 1.178
C 0.134 0.677 -0.674
H -1.409 -1.505 -1.499
H -0.742 -2.542 0.021
H 0.501 -1.794 -1.472
H -0.520 -0.539 2.073
H 0.869 -1.548 1.400
H 2.118 0.973 1.947
H 0.329 0.533 -1.650
N -0.374 -0.429 0.001
N 1.264 1.070 -0.072
N -0.847 1.953 -0.598
O -1.159 2.395 -1.687
O -1.242 2.248 0.483

Results of the Löwdin charge analysis, in e, for atoms 1 through 2: -0.11, -0.12

---

8.
# C11H12N2OS

A single C11H12N2OS molecule (the ωB97M-V functional and the def2-TZVPD basis, OMol25).

Summary:
HOMO-LUMO gap, eV: 8.82
M, g/mol: 220.30
SMILES string: C=C(C)CSc1[nH]c(=O)cc(C)c1C#N

Atoms and positions in Å:
C 0.721 -1.047 -3.266
C 0.974 -1.877 -2.266
C 2.048 -2.920 -2.305
H 2.608 -2.868 -3.234
H 2.734 -2.779 -1.470
H 1.612 -3.915 -2.213
C 0.200 -1.820 -0.988
H -0.676 -1.185 -1.064
H -0.085 -2.819 -0.653
S 1.262 -1.162 0.378
C 0.337 0.081 1.211
N 0.629 0.135 2.528
C 0.098 1.042 3.459
O 0.468 0.988 4.612
C -0.868 1.941 2.889
C -1.191 1.929 1.573
C -0.564 0.985 0.687
C -0.873 1.081 -0.680
N -1.157 1.227 -1.784
C -2.184 2.884 0.995
H -2.591 3.529 1.769
H -3.001 2.342 0.518
H -1.714 3.500 0.230
H -1.326 2.643 3.568
H 1.305 -0.524 2.898
H 1.279 -1.093 -4.185
H -0.048 -0.296 -3.206

Results of the Löwdin charge analysis, in e, for atoms 1 through 2: 0.07, -0.45

---

9.
# C27H39ClN2O3P2ReS

A molecular structure, C27H39ClN2O3P2ReS (the ωB97M-V functional and the def2-TZVPD basis, OMol25).

Summary:
Spin multiplicity: 2
Charge: +2
HOMO-LUMO gap (spin up / spin down), eV: 6.33 / 7.41
⟨S²⟩: 0.760
M, g/mol: 755.30

Atoms and positions in Å:
Re 1.303 -0.378 0.806
N 3.118 0.419 1.934
C 3.283 0.301 3.397
C 2.194 1.054 4.144
C 0.805 0.459 3.991
N 0.287 0.618 2.603
H 3.900 -0.054 1.473
H 3.201 1.407 1.677
H 4.267 0.692 3.678
H 3.271 -0.760 3.660
H 2.188 2.103 3.833
H 2.440 1.056 5.207
H 0.109 0.950 4.677
H 0.806 -0.604 4.234
H 0.270 1.622 2.416
H -0.694 0.335 2.596
Cl 1.346 -2.348 2.247
C 0.324 -3.607 1.508
C 0.410 -4.869 2.062
C -0.353 -5.874 1.484
C -1.158 -5.599 0.386
C -1.212 -4.319 -0.139
C -0.468 -3.278 0.427
P -0.540 -1.589 -0.265
C -0.476 -1.941 -2.049
C -1.410 -1.422 -2.941
C -1.304 -1.701 -4.296
C -0.273 -2.496 -4.766
C 0.652 -3.030 -3.879
C 0.552 -2.756 -2.528
C -2.236 -1.038 0.089
C -2.633 0.211 -0.396
C -3.933 0.648 -0.220
C -4.845 -0.137 0.472
C -4.451 -1.363 0.985
C -3.156 -1.818 0.788
H 1.054 -5.068 2.906
H -0.307 -6.874 1.890
H -1.739 -6.387 -0.067
H -1.827 -4.118 -1.003
H -2.233 -0.817 -2.593
H -2.039 -1.304 -4.979
H -0.196 -2.714 -5.820
H 1.446 -3.666 -4.239
H 1.268 -3.194 -1.847
H -1.929 0.832 -0.940
H -4.245 1.598 -0.630
H -5.858 0.206 0.608
H -5.154 -1.974 1.531
H -2.872 -2.778 1.191
C 0.097 1.964 -3.595
C 1.161 1.164 -2.887
O 1.673 1.888 -1.732
P 1.123 1.761 -0.273
O 2.051 2.724 0.590
C 2.280 4.151 0.321
C 3.320 4.396 -0.743
O -0.260 2.551 -0.411
C -1.081 3.019 0.673
C -2.060 4.019 0.109
H -0.250 1.395 -4.456
H 0.492 2.910 -3.952
H -0.754 2.165 -2.947
H 2.039 1.008 -3.513
H 0.800 0.188 -2.554
H 2.609 4.537 1.289
H 1.317 4.600 0.072
H 4.231 3.842 -0.531
H 3.565 5.457 -0.740
H 2.966 4.128 -1.734
H -0.439 3.498 1.421
H -1.598 2.162 1.114
H -1.533 4.847 -0.362
H -2.682 4.415 0.907
H -2.703 3.554 -0.633
S 2.679 -0.977 -0.736

Results of the Löwdin charge analysis, in e, for atoms 1 through 2: 0.50, -0.12

---

10.
# C25H44O2P2V

A molecular structure, C25H44O2P2V (the ωB97M-V functional and the def2-TZVPD basis, OMol25).

Summary:
Spin multiplicity: 3
Charge: +1
HOMO-LUMO gap (spin up / spin down), eV: 7.50 / 5.00
⟨S²⟩: 2.005
M, g/mol: 489.52

Atoms and positions in Å:
V -0.822 -1.051 -1.998
C -0.550 -2.227 1.873
C 0.759 -2.259 1.291
C 0.662 -0.499 2.758
C -0.656 -1.031 2.616
C 1.532 -1.260 1.916
C -1.545 -3.301 1.949
H -1.284 -4.121 1.281
H -2.550 -2.946 1.709
H -1.594 -3.732 2.960
C -1.856 -0.573 3.338
H -2.779 -0.869 2.812
H -1.907 0.525 3.436
H -1.901 -0.992 4.364
C 1.025 0.389 3.875
H 0.689 -0.084 4.823
H 0.531 1.373 3.833
H 2.109 0.543 3.943
C 3.002 -1.213 1.933
H 3.393 -1.850 2.750
H 3.402 -0.208 2.093
H 3.426 -1.598 0.995
C 1.239 -3.246 0.298
H 1.657 -4.162 0.740
H 2.014 -2.819 -0.343
H 0.424 -3.555 -0.375
C -1.612 0.234 -3.171
C -1.825 -1.153 -3.666
C -0.890 -1.844 -4.592
C 0.597 -1.846 -4.139
C 0.899 -1.509 -2.706
C 0.807 -0.104 -2.184
C 0.763 1.031 -3.183
C -0.614 1.133 -3.873
H -0.929 -1.420 -5.612
H 1.179 -1.221 -4.850
H -1.238 -2.876 -4.722
H -0.527 0.925 -4.952
H -2.506 0.777 -2.832
H -2.881 -1.386 -3.834
H -0.978 2.179 -3.814
H 0.958 1.989 -2.667
H 1.341 0.163 -1.265
H 1.548 0.891 -3.935
H 0.950 -2.891 -4.303
H 1.738 -2.067 -2.287
P -1.641 1.933 1.262
P 1.678 1.963 1.113
C -0.769 2.736 -0.148
C 0.681 3.129 0.081
H -1.355 3.649 -0.345
H -0.839 2.059 -1.014
H 1.200 3.236 -0.881
H 0.747 4.106 0.580
C 2.412 3.206 2.301
H 3.117 2.679 2.971
H 1.600 3.645 2.901
H 2.963 4.004 1.772
C 3.219 1.793 0.106
H 3.490 2.748 -0.371
H 3.077 1.018 -0.659
H 4.051 1.478 0.753
C -3.067 1.176 0.363
H -3.059 0.076 0.481
H -3.020 1.378 -0.722
H -4.009 1.598 0.760
C -1.850 -2.834 -1.469
H -1.554 -3.578 -2.255
H -2.964 -2.708 -1.654
H -1.834 -3.354 -0.481
O -0.718 3.320 3.492
C -1.836 3.684 3.130
O -2.405 3.281 1.971
H -2.518 4.344 3.679

Results of the Löwdin charge analysis, in e, for atoms 1 through 2: 0.86, -0.14

---

11.
# C2H9N3O

2 unconnected molecules or ions with the total composition C2H9N3O (the ωB97M-V functional and the def2-TZVPD basis, OMol25).

Summary:
HOMO-LUMO gap, eV: 9.29
M, g/mol: 91.11

Atoms and positions in Å:
C -0.426 0.543 0.698
C -1.711 1.231 0.435
N -0.195 -0.693 0.324
N 1.212 -1.005 0.185
N 1.433 -2.168 -0.537
O 0.992 1.259 -0.805
H 1.608 1.954 -0.546
H -0.807 -1.088 -0.393
H 1.460 -0.041 -0.418
H 0.255 0.922 1.448
H 0.974 -2.201 -1.447
H 1.259 -3.005 0.005
H -2.412 0.614 -0.130
H -1.461 2.105 -0.176
H -2.181 1.573 1.358

Results of the Löwdin charge analysis, in e, for atoms 1 through 2: -0.17, -0.04